The following is a quantum chemistry calculation of a molecular structure, C55H63BrCdGe2NO4S4 in a non-equilibrium geometry, from the OMol25 dataset.

Geometry (Å):
Cd: 1.9044 2.4352 -0.4991
C: -0.6547 5.7771 3.7553
C: -1.0734 4.3374 3.7289
C: -2.1833 3.9250 3.0102
C: -2.5429 2.5875 2.9502
C: -3.7423 2.1694 2.1518
C: -1.7676 1.6400 3.6207
C: -0.6755 2.0454 4.3889
C: 0.1796 1.0533 5.1207
C: -0.3430 3.3901 4.4283
C: -2.2000 0.2240 3.5894
C: -2.9335 -0.1898 4.6978
C: -3.4453 -1.4693 4.7776
C: -3.2591 -2.3235 3.7117
C: -2.5295 -1.9263 2.5890
C: -1.9647 -0.6563 2.5308
Ge: -0.6214 -0.1704 1.0841
S: 0.5789 1.5428 1.6073
S: 0.7053 -1.9805 0.5472
Ge: 0.6902 -0.9962 -1.5331
S: 2.4029 0.2923 -1.7549
S: -1.3744 -0.0188 -1.1006
C: 0.8189 -2.0636 -3.2304
C: 1.6084 -3.2072 -3.2403
C: 1.9661 -3.8006 -4.4454
C: 1.5622 -3.2456 -5.6446
C: 0.7889 -2.1011 -5.6355
C: 0.4184 -1.4990 -4.4367
C: -0.4091 -0.2726 -4.5123
C: 0.1627 0.9687 -4.7932
C: 1.6417 1.1485 -4.9531
C: -0.6671 2.0760 -4.9382
C: -2.0417 1.9717 -4.8262
C: -2.9270 3.1711 -5.0004
C: -2.5937 0.7248 -4.5587
C: -1.7987 -0.3964 -4.4010
C: -2.4185 -1.7330 -4.1199
C: 2.0410 -3.8339 -1.9738
C: 1.1612 -4.6988 -1.3264
C: -0.1995 -4.9535 -1.9005
C: 1.5537 -5.3043 -0.1432
C: 2.7914 -5.0422 0.4187
C: 3.2049 -5.6729 1.7173
C: 3.6579 -4.1863 -0.2473
C: 3.3110 -3.5888 -1.4483
C: 4.2784 -2.7067 -2.1748
C: -2.5184 -2.9621 1.5292
C: -1.7677 -4.1262 1.7005
C: -0.6643 -4.2042 2.7110
C: -2.0492 -5.2318 0.9108
C: -3.0368 -5.2011 -0.0591
C: -3.3882 -6.4270 -0.8534
C: -3.7228 -4.0118 -0.2632
C: -3.4912 -2.8970 0.5262
C: -4.3116 -1.6586 0.3255
H: -1.2527 6.3669 3.0663
H: 0.3917 5.8603 3.4669
H: -0.7679 6.1938 4.7566
H: -2.7631 4.6545 2.4627
H: -4.3724 3.0277 1.9302
H: -4.3365 1.4245 2.6821
H: -3.4183 1.7361 1.2044
H: -0.1701 0.0392 4.9459
H: 0.1762 1.2470 6.1942
H: 1.2064 1.1322 4.7674
H: 0.5240 3.7067 4.9918
H: -3.0896 0.5161 5.5025
H: -3.9855 -1.7971 5.6571
H: -3.6741 -3.3241 3.7312
H: 2.5638 -4.7037 -4.4342
H: 1.8541 -3.6997 -6.5840
H: 0.4706 -1.6527 -6.5673
H: 2.1739 0.2082 -4.8380
H: 2.0148 1.8436 -4.2003
H: 1.8723 1.5642 -5.9338
H: -0.2169 3.0376 -5.1437
H: -2.3408 4.0506 -5.2538
H: -3.4705 3.3771 -4.0796
H: -3.6571 3.0010 -5.7922
H: -3.6674 0.6327 -4.4709
H: -3.4965 -1.7002 -4.2633
H: -2.2187 -2.0228 -3.0882
H: -2.0010 -2.5020 -4.7685
H: -0.1610 -5.0261 -2.9865
H: -0.8664 -4.1280 -1.6470
H: -0.6247 -5.8666 -1.4938
H: 0.8676 -5.9765 0.3519
H: 2.4057 -6.2868 2.1280
H: 3.4586 -4.9021 2.4443
H: 4.0847 -6.3014 1.5727
H: 4.6265 -3.9781 0.1862
H: 5.2274 -2.6601 -1.6475
H: 3.8810 -1.6958 -2.2605
H: 4.4542 -3.0755 -3.1845
H: -0.7343 -3.4002 3.4396
H: 0.2920 -4.1047 2.1963
H: -0.6735 -5.1617 3.2292
H: -1.5007 -6.1472 1.0867
H: -2.7343 -7.2597 -0.6011
H: -3.3057 -6.2347 -1.9224
H: -4.4157 -6.7303 -0.6476
H: -4.4865 -3.9663 -1.0278
H: -5.1678 -1.8657 -0.3131
H: -3.7135 -0.8820 -0.1525
H: -4.6668 -1.2665 1.2773
O: -1.0375 4.3650 0.0562
H: -0.5668 4.0314 0.8290
H: -0.4828 5.0732 -0.3154
O: 3.7763 1.3489 1.2111
H: 3.8418 0.6175 0.5809
H: 3.0224 1.1267 1.7775
O: -0.0891 2.8351 -1.9409
H: -0.5851 2.0133 -2.0842
H: -0.6309 3.3381 -1.2881
O: 0.6796 5.7153 -1.5983
H: 0.5412 5.0166 -2.2489
H: 1.6356 5.7327 -1.4728
Br: 3.5564 4.0633 -1.5085
N: 1.7795 4.5682 1.2427
C: 2.6268 5.1204 1.7849
C: 3.6584 5.8279 2.4423
C: 3.3520 6.9284 3.2453
C: 4.3721 7.6172 3.8715
C: 5.6865 7.2151 3.6994
C: 5.9907 6.1241 2.9017
C: 4.9828 5.4225 2.2676
H: 2.3236 7.2347 3.3675
H: 4.1530 8.4720 4.4937
H: 6.4816 7.7590 4.1864
H: 7.0221 5.8295 2.7767
H: 5.1978 4.5741 1.6356

As for the energy above the lowest of the compared OMol25 structures with the same formula, charge and spin: 71.1 kJ/mol. The LUMO energy is 2.11 eV. As for the orbital gap: 7.29 eV. Its molecular weight is 1267.92 u. The value obtained for the largest force on an atom is 1.05 eV Å⁻¹. Its total charge is -1. For the HOMO energy, the calculation gives -5.19 eV.